Molecular formula: CH3BrClN
Method: DFT, ωB97M-V/def2-TZVPD

The spin multiplicity is 1. The HOMO energy is -9.8 eV. Its energy relative to the best compared isomer or geometry (same formula, charge and spin) is 2.248 eV. The calculation puts the HOMO-LUMO gap at 9.6 eV.

Cartesian coordinates (Å):
C1 -0.294 0.128 0.000
N1 -1.723 0.532 0.562
Cl1 -2.079 2.095 -0.182
Br1 -2.959 -0.747 -0.108
H1 -0.084 -0.805 0.520
H2 -0.257 0.015 -1.071
H3 0.362 0.910 0.369